Entry 1:
Below is a structure of composition C39H28O3P2S4Ta, with properties calculated with the ωB97M-V functional and the def2-TZVPD basis.

Structure (ORCA input):
```
! wB97M-V def2-TZVPD RIJCOSX def2/J DEFGRID3
* xyz 1 1
Ta 0.25652 -0.03327 -0.07328
O 1.66887 -2.98670 -2.58268
C 0.93647 -2.08562 -2.34660
O 0.88408 -1.52274 -1.09795
C -0.00989 -1.43655 -3.32781
P -0.83250 0.05379 -2.64892
C -2.60154 -0.10563 -3.00206
C -3.49682 0.74679 -2.35812
C -4.84754 0.71488 -2.67072
C -5.31664 -0.16834 -3.63146
C -4.43004 -1.00879 -4.29087
C -3.07855 -0.97237 -3.98539
C -0.24220 1.39318 -3.71790
C -1.11389 2.27073 -4.35019
C -0.60723 3.31997 -5.10905
C 0.76147 3.49435 -5.23515
C 1.63655 2.61891 -4.60063
C 1.13615 1.57676 -3.84093
H -0.72158 -2.20015 -3.63526
H 0.55799 -1.17080 -4.21732
H -3.15180 1.45594 -1.61788
H -5.53116 1.38122 -2.15963
H -6.37163 -0.19766 -3.87233
H -4.78780 -1.69124 -5.05100
H -2.40893 -1.62103 -4.53469
H -2.18614 2.13949 -4.26462
H -1.29024 3.99770 -5.60615
H 1.15092 4.31235 -5.82891
H 2.70713 2.75244 -4.69458
H 1.82994 0.91647 -3.32913
C 5.81836 -2.91789 -0.39357
C 4.90134 -2.39349 -1.29466
C 3.95876 -1.47822 -0.86354
C 3.90772 -1.08648 0.47340
C 4.85102 -1.59180 1.36573
C 5.79864 -2.50839 0.93037
P 2.70744 0.19793 0.91594
C 2.82620 0.49882 2.69810
C 2.92709 -0.55891 3.60610
C 3.13830 -0.30168 4.95059
C 3.19252 1.00748 5.41188
C 3.03106 2.05983 4.52475
C 2.86379 1.80982 3.16824
C 3.31516 1.67811 0.11678
C 4.63108 2.05721 0.12920
C 5.01606 3.27636 -0.45842
C 4.06552 4.08873 -1.00919
C 2.69910 3.71788 -1.02941
C 1.71542 4.57705 -1.57270
C 0.40519 4.20196 -1.55719
C 0.03427 2.94250 -1.04535
C 0.93235 2.02594 -0.51714
C 2.30425 2.47004 -0.48401
H 6.55482 -3.63829 -0.72765
H 4.91611 -2.70236 -2.33204
H 3.26737 -1.05881 -1.58097
H 4.87091 -1.26390 2.39432
H 6.52610 -2.89764 1.63136
H 2.86661 -1.58526 3.26546
H 3.24180 -1.12752 5.64328
H 3.34484 1.20385 6.46603
H 3.05702 3.08222 4.87990
H 2.78285 2.64376 2.48058
H 5.37850 1.42346 0.59358
H 6.05707 3.57294 -0.45606
H 4.34610 5.04368 -1.44044
H 2.01976 5.53401 -1.98511
H -0.36002 4.85759 -1.95557
H -1.01842 2.70154 -1.09647
O -1.25944 2.21716 5.79092
C -1.13574 1.68028 4.73348
S -0.28851 0.12865 4.50524
C -0.58485 -0.00136 2.79673
C -1.33685 0.97567 2.22020
S -1.88561 0.87223 0.57985
S -1.87122 2.29323 3.22370
S -0.02986 -1.38983 1.89939
*
```

## Properties
Largest force on an atom (eV/A): 0.7
E_LUMO (eV): -3.8
Calculated total energy (Ha): -4061.1034
E_HOMO (eV): -10.6
Energy relative to the best compared isomer or geometry (same formula, charge and spin) (eV): 0.189
Orbital gap (eV): 6.879

Entry 2:
Below is a structure of composition C39H29CrN5O4P, with properties calculated with the ωB97M-V functional and the def2-TZVPD basis.

Structure (ORCA input):
```
! wB97M-V def2-TZVPD RIJCOSX def2/J DEFGRID3
* xyz -1 5
Cr -0.68687 -1.40418 -0.13477
O -0.59085 -1.54676 3.98467
C -1.03975 -0.85328 3.04310
N -1.81379 -1.23356 2.03634
C -2.44561 -2.49134 2.22905
C -3.06732 -2.81063 3.43608
C -3.74674 -4.00553 3.61248
C -3.81245 -4.91733 2.56916
C -3.22204 -4.61761 1.35063
C -2.55127 -3.40404 1.15866
N -2.01646 -2.97999 -0.06392
C -2.46312 -3.42659 -1.23901
O -3.08047 -4.45506 -1.52174
C -2.22662 -2.42223 -2.35448
C -2.52482 -2.76701 -3.66277
C -2.42851 -1.80701 -4.64888
C -2.05335 -0.52189 -4.29374
C -1.75651 -0.26252 -2.96958
N -1.83079 -1.18920 -2.01093
C -0.61384 0.61302 3.09315
C 0.37603 0.95211 4.01689
C 0.72216 2.27746 4.19243
C 0.05757 3.23942 3.45035
C -0.89608 2.81049 2.54380
N -1.22716 1.53510 2.35234
H -3.00545 -2.10107 4.25019
H -4.21817 -4.22131 4.56470
H -4.33099 -5.86107 2.69481
H -3.28048 -5.30653 0.52330
H -2.82536 -3.78588 -3.85774
H -2.63918 -2.05408 -5.68197
H -1.97225 0.27198 -5.02379
H -1.45474 0.72704 -2.66241
H 0.82277 0.15422 4.59121
H 1.49293 2.55826 4.90055
H 0.28091 4.29359 3.55081
H -1.42203 3.53728 1.93110
O 0.90419 -2.31623 -3.82295
C 1.20214 -1.66940 -2.81859
O 0.88640 -1.89833 -1.61649
C 2.10799 -0.44773 -3.01365
C 2.99984 -0.49693 -4.08449
C 3.94010 0.49576 -4.28629
C 3.99589 1.57480 -3.41320
C 3.09261 1.65231 -2.36734
C 2.13255 0.65634 -2.15466
P 0.88188 0.89911 -0.81772
C 1.95024 1.67324 0.45940
C 2.71385 0.80534 1.23952
C 3.62523 1.30151 2.15899
C 3.77502 2.67212 2.32234
C 3.00233 3.54234 1.56824
C 2.09249 3.04551 0.64417
C -0.09299 2.32959 -1.43937
C 0.26521 3.16800 -2.49262
C -0.59664 4.16977 -2.92248
C -1.82833 4.34515 -2.30905
C -2.20371 3.50232 -1.27142
C -1.34906 2.49515 -0.84793
H 2.92708 -1.35421 -4.74081
H 4.63444 0.42665 -5.11524
H 4.73610 2.35475 -3.54500
H 3.14118 2.50223 -1.69874
H 2.59894 -0.26519 1.10836
H 4.21633 0.61616 2.75460
H 4.48489 3.05926 3.04331
H 3.10510 4.61317 1.69827
H 1.49204 3.73256 0.05889
H 1.21166 3.03276 -2.99980
H -0.30369 4.80816 -3.74733
H -2.50076 5.12253 -2.65071
H -3.17424 3.60951 -0.80255
H -1.66681 1.81100 -0.06685
C 1.72134 -3.20353 3.41919
C 1.13519 -2.66576 2.20413
N 0.67514 -2.25085 1.24294
H 0.92018 -3.64959 4.00485
H 2.15180 -2.38735 3.99647
H 2.48756 -3.93632 3.17151
*
```

## Properties
Largest force on an atom (eV/A): 0.8
Expectation value of S²: 6.0128
E_LUMO (alpha / beta) (eV): 2.4 / 2.4
Calculated total energy (Ha): -3464.3396
E_HOMO (alpha / beta) (eV): -4.0 / -4.1
Energy relative to the best compared isomer or geometry (same formula, charge and spin) (eV): 0.519
Orbital gap (alpha / beta) (eV): 6.370 / 6.511

Entry 3:
Below is a structure of composition C39H30BClF4N4PSTcTe in a non-equilibrium geometry, with properties calculated with the ωB97M-V functional and the def2-TZVPD basis.

Structure (ORCA input):
```
! wB97M-V def2-TZVPD RIJCOSX def2/J DEFGRID3
* xyz 1 4
Tc -15.58330 -10.14732 -6.88297
C -19.21254 -13.55612 -9.74324
C -18.00932 -14.02301 -9.16278
C -16.95484 -13.14886 -8.78504
C -17.20350 -11.77913 -8.77358
C -18.42139 -11.32581 -9.27732
C -19.38211 -12.18152 -9.71403
N -16.22308 -10.69816 -8.59662
C -15.73520 -9.95060 -9.74305
C -15.92882 -10.24143 -11.08568
C -15.73149 -9.24181 -12.07467
C -15.19917 -7.96443 -11.71432
C -14.85721 -7.78996 -10.31175
C -15.06113 -8.75250 -9.33951
N -14.83566 -8.64483 -7.99621
N -14.40780 -7.54304 -7.44447
C -14.41942 -7.57695 -6.10595
C -13.77197 -6.59075 -5.30686
C -14.06019 -6.52545 -4.00468
C -14.98436 -7.51065 -3.47934
C -15.46613 -8.50805 -4.20569
N -15.23665 -8.54069 -5.53675
H -19.93166 -14.21614 -10.22953
H -17.85569 -15.04487 -8.89323
H -16.06393 -13.58470 -8.40823
H -18.49987 -10.22900 -9.48967
H -20.34806 -11.78825 -10.03650
H -16.16535 -11.25572 -11.30646
H -15.99669 -9.46208 -13.14850
H -14.97389 -7.18048 -12.51129
H -14.46090 -6.85235 -10.06226
H -13.33128 -5.78345 -5.88290
H -13.52173 -5.78430 -3.32923
H -15.41726 -7.28897 -2.50398
H -16.07223 -9.31657 -3.78540
Cl -16.47254 -12.08220 -5.84102
C -15.17943 -13.17846 -5.91212
C -15.53513 -14.51193 -5.62420
C -14.54377 -15.48065 -5.59927
C -13.22222 -15.08073 -5.65431
C -12.86209 -13.77354 -5.94878
C -13.86475 -12.75272 -6.12112
P -13.45220 -11.10538 -6.71408
C -12.44834 -10.68827 -5.21066
C -13.15091 -10.61653 -3.99983
C -12.37846 -10.56058 -2.85628
C -10.97559 -10.41094 -2.89334
C -10.28440 -10.48775 -4.10064
C -11.03378 -10.60058 -5.24816
C -12.57872 -11.18368 -8.25638
C -12.50836 -12.38947 -8.96001
C -11.68951 -12.50482 -10.13069
C -10.99277 -11.33233 -10.54611
C -11.27501 -10.07818 -10.01703
C -12.00532 -9.99163 -8.80306
H -16.55925 -14.76803 -5.43277
H -14.79413 -16.53730 -5.54491
H -12.42278 -15.80775 -5.29513
H -11.79117 -13.58854 -6.03936
H -14.24168 -10.66466 -3.94892
H -12.98275 -10.42932 -1.93439
H -10.47475 -10.20404 -1.95522
H -9.19204 -10.52243 -4.11666
H -10.51630 -10.85772 -6.18670
H -13.04801 -13.31144 -8.70977
H -11.63902 -13.42756 -10.70929
H -10.40308 -11.47915 -11.44954
H -10.84519 -9.18322 -10.49602
H -12.26947 -9.05737 -8.31668
F -17.85493 -9.61733 -6.30149
B -18.55452 -8.34458 -6.84884
F -18.89209 -7.67645 -5.73466
F -19.57884 -8.76684 -7.60978
F -17.49095 -7.69635 -7.55843
Te -19.75566 -6.74106 -2.66186
C -19.32473 -6.43922 -0.68938
C -19.45566 -7.62572 0.03571
C -19.21450 -7.37946 1.36813
C -18.81763 -6.10902 1.63879
S -18.80888 -5.07297 0.30245
H -19.61250 -8.56738 -0.53161
H -19.29267 -8.15156 2.19298
H -18.56332 -5.73699 2.60902
*
```

## Properties
Largest force on an atom (eV/A): 4.3
Expectation value of S²: 3.8034
E_LUMO (alpha / beta) (eV): -4.8 / -4.8
Calculated total energy (Ha): -3695.9227
E_HOMO (alpha / beta) (eV): -9.3 / -9.1
Energy relative to the best compared isomer or geometry (same formula, charge and spin) (eV): 0.000
Orbital gap (alpha / beta) (eV): 4.529 / 4.353